Version one
{"formula": "C3H7Br2O2P", "method": "ωB97M-V with the def2-TZVPD basis set", "elements": ["C", "C", "C", "O", "O", "P", "Br", "Br", "H", "H", "H", "H", "H", "H", "H"], "coordinates": [[-2.04968, 0.97435, -2.30438], [-3.70894, 1.00322, 0.56045], [2.17527, -2.37239, 1.51805], [-1.18784, -0.28619, 1.19679], [-1.61833, 0.18965, -1.16944], [-1.77127, 0.74404, 0.34870], [-4.71551, -0.67593, 0.60754], [2.70021, -1.53714, -0.09032], [-1.69556, 0.40638, -3.14988], [-1.78698, 2.00330, -2.20492], [-3.11411, 0.87146, -2.28866], [-3.81472, 1.39615, 1.48482], [-4.13198, 1.39597, -0.33608], [1.76665, -3.34219, 1.46302], [2.44086, -1.95566, 2.48347]], "homo_lumo_gap_ev": [9.1, 6.2], "homo_energy_ev": [-8.9, -8.1]}


Version two
{"formula": "C3H7Br2O2P", "method": "ωB97M-V with the def2-TZVPD basis set", "elements": ["C", "C", "C", "O", "P", "O", "Br", "Br", "H", "H", "H", "H", "H", "H", "H"], "coordinates": [[-1.13264, -0.03899, 0.82905], [0.38762, 0.14736, 0.54734], [1.14783, -0.92316, 1.22095], [0.60603, -0.13440, -0.77036], [-0.12355, 0.87363, -1.86251], [-0.43571, 2.23518, -1.39509], [-1.87186, -0.22410, -2.67365], [1.30975, 0.71927, -3.53925], [-1.47156, -1.09919, 0.92571], [-1.41664, 0.53481, 1.68819], [-1.60040, 0.64590, -0.00876], [0.64656, 1.10817, 0.88902], [1.01228, -1.80657, 0.56318], [0.71318, -1.37965, 2.15946], [2.22910, -0.65828, 1.42673]], "homo_lumo_gap_ev": 10.5, "smiles": "CC(C)OP(=O)(Br)Br", "homo_energy_ev": -10.8}


Preferred: version two; penalty for the next structure: 0.1772 hartree.


Version one
{"formula": "C4H3O2P", "method": "ωB97M-V with the def2-TZVPD basis set", "elements": ["C", "C", "C", "C", "O", "O", "P", "H", "H", "H"], "coordinates": [[-1.72782, 2.45224, -0.42784], [-2.21831, 3.06941, 0.61261], [-0.32732, 2.34654, -1.12074], [-2.40121, 0.45820, 1.56534], [-1.34679, 0.19992, 2.02123], [-3.46019, 0.78555, 1.29395], [0.93293, 1.52679, -0.58591], [-2.47049, 1.95985, -1.09404], [-1.88424, 3.65609, 1.48777], [-0.48084, 2.85661, -2.08416]], "homo_lumo_gap_ev": [8.0, 8.2], "homo_energy_ev": [-8.3, -9.2]}


Version two
{"formula": "C4H3O2P", "method": "ωB97M-V with the def2-TZVPD basis set", "elements": ["O", "C", "C", "C", "C", "P", "O", "H", "H", "H"], "coordinates": [[-1.85788, -1.97635, 0.19612], [-1.23016, -0.96469, -0.03781], [0.24717, -1.01012, -0.13041], [1.04468, 0.07390, -0.07817], [0.54859, 1.42724, -0.00995], [-0.98672, 2.00921, -0.07827], [-1.85261, 0.15684, -0.22858], [0.58729, -1.98923, -0.26777], [2.08189, 0.06242, 0.36543], [1.41774, 2.21078, 0.26941]], "homo_lumo_gap_ev": 8.3, "smiles": "O=c1cccpo1", "homo_energy_ev": -9.6}


Preferred: version two; penalty for the next structure: 0.0990 hartree.


Version one
{"formula": "C11H21N5O3", "method": "ωB97M-V with the def2-TZVPD basis set", "elements": ["H", "N", "C", "N", "N", "C", "C", "C", "C", "N", "C", "O", "C", "C", "C", "C", "N", "C", "O", "O", "H", "H", "H", "H", "H", "H", "H", "H", "H", "H", "H", "H", "H", "H", "H", "H", "H", "H", "H", "H"], "coordinates": [[4.86666, -0.91208, -1.39106], [4.36904, -1.79752, -1.27407], [3.31158, -1.55277, -0.68440], [2.37499, -2.47900, -0.39623], [2.97286, -0.30225, -0.15543], [2.46765, -0.09744, 1.21798], [2.21359, 1.39658, 1.48169], [1.52825, 2.13593, 0.31239], [0.15258, 1.64618, -0.13649], [0.27217, 0.35475, -0.84847], [-0.67181, -0.62719, -0.98321], [-0.38986, -1.70615, -1.48690], [-2.11419, -0.36375, -0.57382], [-2.42773, -0.44975, 0.95003], [-3.57056, -1.42248, 1.13790], [-4.18231, -1.50768, -0.26080], [-2.96815, -1.43706, -1.02015], [-0.46935, 2.67580, -1.12422], [-0.56975, 2.64065, -2.34158], [-1.02595, 3.73599, -0.45527], [2.48540, -3.28445, -1.04266], [1.41961, -2.08568, -0.29576], [3.63017, 0.44134, -0.43745], [3.24323, -0.47522, 1.89859], [1.55427, -0.70533, 1.33269], [1.63737, 1.44580, 2.37227], [3.20600, 1.97545, 1.59217], [1.43176, 3.18802, 0.59744], [2.18425, 2.15686, -0.54697], [-0.54432, 1.62169, 0.71857], [1.16861, -0.00464, -1.04811], [-2.49326, 0.63658, -0.88072], [-2.54771, 0.59802, 1.39628], [-1.53746, -0.95485, 1.42491], [-4.28398, -1.15495, 1.91560], [-3.22817, -2.41657, 1.45187], [-4.73206, -2.46219, -0.45789], [-4.89015, -0.63714, -0.47408], [-3.05871, -1.48244, -1.99698], [-0.78456, 3.66895, 0.51232]], "homo_lumo_gap_ev": 9.0, "smiles": "[H]/N=C(/N)NCCC[C@H](NC(=O)[C@@H]1CCCN1)C(=O)O", "homo_energy_ev": -8.9}


Version two
{"formula": "C11H21N5O3", "method": "ωB97M-V with the def2-TZVPD basis set", "elements": ["H", "N", "C", "N", "N", "C", "C", "C", "C", "N", "C", "O", "N", "C", "C", "C", "C", "C", "O", "O", "H", "H", "H", "H", "H", "H", "H", "H", "H", "H", "H", "H", "H", "H", "H", "H", "H", "H", "H", "H"], "coordinates": [[-7.21768, 0.65307, -0.35745], [-6.85033, 0.40330, 0.54937], [-5.61240, 0.10336, 0.56015], [-5.05612, -0.52758, 1.70170], [-4.66867, 0.24419, -0.43935], [-3.31750, -0.34107, -0.47997], [-2.29798, 0.59611, 0.12136], [-0.90889, -0.00623, 0.15840], [-0.07657, -0.00950, -1.17123], [-0.68660, -0.97434, -2.14408], [1.36304, -0.37213, -0.89623], [1.73489, -1.50600, -1.23456], [2.21161, 0.45914, -0.27295], [1.97048, 1.86647, -0.04541], [3.34357, 2.49550, -0.21826], [4.27248, 1.44712, 0.37540], [3.65470, 0.11885, -0.02770], [3.81650, -1.02733, 1.02257], [4.22444, -0.84650, 2.14499], [3.65670, -2.20993, 0.50326], [-5.79014, -0.47052, 2.41948], [-4.16511, -0.21933, 2.02285], [-4.92493, 0.85366, -1.18079], [-3.38120, -1.32315, 0.02911], [-3.07507, -0.50700, -1.54119], [-2.23751, 1.57661, -0.41692], [-2.66629, 0.83569, 1.12501], [-1.05294, -1.05887, 0.42718], [-0.33917, 0.47526, 0.98888], [-0.15177, 1.04724, -1.60850], [-0.42368, -1.85346, -1.74377], [-0.06069, -0.88436, -2.95511], [1.23301, 2.19530, -0.77110], [1.58081, 2.01283, 0.94405], [3.52154, 3.47916, 0.27383], [3.54737, 2.63679, -1.32301], [4.25663, 1.48288, 1.48301], [5.27647, 1.52678, 0.03385], [4.07371, -0.21404, -0.95639], [3.17458, -2.20504, -0.36008]], "homo_lumo_gap_ev": 9.1, "smiles": "[H]/N=C(/N)NCCC[C@H](N)C(=O)N1CCC[C@H]1C(=O)O", "homo_energy_ev": -8.7}


Preferred: version two; penalty for the next structure: 0.0371 hartree.


Version one
{"formula": "C3H3ClN2", "method": "ωB97M-V with the def2-TZVPD basis set", "elements": ["C", "C", "C", "N", "N", "Cl", "H", "H", "H"], "coordinates": [[1.08825, 0.81762, 0.09493], [1.49755, -0.43572, 0.52766], [-0.08003, -0.55420, -0.54919], [-0.03158, 0.68887, -0.73249], [0.65679, -1.41801, -0.00688], [-3.33196, 0.03392, 0.19797], [1.45645, 1.80014, 0.32234], [2.28624, -0.73597, 1.18685], [-3.54170, -0.19664, -1.04118]], "homo_lumo_gap_ev": 7.9, "homo_energy_ev": -9.5}


Version two
{"formula": "C3H3ClN2", "method": "ωB97M-V with the def2-TZVPD basis set", "elements": ["C", "C", "C", "N", "N", "Cl", "H", "H", "H"], "coordinates": [[-0.83342, 0.60474, -0.17756], [0.46843, 0.27906, -0.08236], [-0.01275, 1.68860, 1.41697], [-1.17044, 1.44774, 0.91757], [1.01752, 0.98463, 0.94307], [2.92519, 2.03813, 2.63406], [-1.56554, 0.20451, -0.96621], [0.86635, -0.51228, -0.66657], [1.92142, 1.11426, 1.23332]], "homo_lumo_gap_ev": [7.8, 4.9], "homo_energy_ev": [-9.4, -9.5]}


Preferred: version one; penalty for the next structure: 0.0336 hartree.


Version one
{"formula": "C4H25NO10", "method": "ωB97M-V with the def2-TZVPD basis set", "elements": ["C", "N", "C", "C", "C", "O", "O", "H", "H", "H", "H", "H", "H", "H", "H", "H", "O", "H", "H", "O", "H", "H", "O", "H", "H", "O", "H", "H", "O", "H", "H", "O", "H", "H", "O", "H", "H", "O", "H", "H"], "coordinates": [[-0.72170, 0.89266, 2.83166], [-1.06293, 0.32216, 1.55148], [-0.72954, -1.09384, 1.35561], [-1.74124, -1.97892, 2.13415], [0.65400, -1.68999, 1.59195], [1.27977, -2.40233, 0.84437], [0.86030, -1.74699, 2.93766], [-1.42549, 1.77821, 2.92639], [0.17366, 1.51701, 2.89025], [-0.87466, 0.25994, 3.72053], [-0.69763, 0.91384, 0.82011], [-0.98121, -1.29404, 0.28639], [-1.70105, -2.97812, 1.71011], [-1.68315, -1.93421, 3.18993], [-2.72778, -1.66895, 1.79052], [1.62702, -2.30789, 3.12458], [1.82534, 2.64498, -2.56883], [1.80193, 1.91612, -1.92086], [2.78409, 2.76906, -2.50240], [1.68435, 0.18617, -0.38772], [0.84718, 0.14676, -0.86685], [2.18672, -0.63079, -0.34954], [-3.60526, 1.37728, 0.39788], [-3.20445, 0.81014, 1.08209], [-4.50831, 1.15287, 0.17001], [-0.58903, 1.05837, -3.78248], [-0.68996, 1.73783, -4.46051], [0.27738, 0.68814, -3.99817], [2.78238, 2.18432, 1.89189], [1.95218, 2.00558, 1.42370], [3.21791, 1.34154, 1.71299], [1.31952, -1.63747, -3.86510], [1.31487, -1.85302, -2.92887], [1.12039, -2.45326, -4.33490], [-0.53239, 1.77013, -0.99614], [0.03046, 2.52607, -1.19828], [-1.22227, 1.72774, -1.66504], [-1.54602, -1.39308, -1.43741], [-1.99026, -0.55932, -1.65760], [-0.66276, -1.02767, -1.31904]], "homo_lumo_gap_ev": 9.0, "smiles": "CN[C@H](C)C(=O)O.O.O.O.O.O.O.O.O", "homo_energy_ev": -8.8}


Version two
{"formula": "C4H25NO10", "method": "ωB97M-V with the def2-TZVPD basis set", "elements": ["C", "C", "C", "N", "C", "H", "H", "H", "H", "H", "O", "H", "H", "O", "H", "H", "O", "H", "H", "O", "H", "H", "O", "H", "H", "O", "H", "H", "O", "H", "H", "O", "H", "H", "O", "H", "H", "O", "H", "H"], "coordinates": [[2.31817, -0.79214, 1.97127], [0.95018, -0.42864, 2.13548], [0.67550, 0.55662, 1.22569], [1.81906, 0.84465, 0.54164], [2.79908, -0.00750, 0.95027], [2.92523, -1.43372, 2.58780], [0.29575, -0.89393, 2.85353], [-0.18925, 1.18179, 1.17848], [1.89079, 1.55671, -0.18199], [3.81356, 0.04700, 0.59749], [2.15750, -2.95004, -0.63198], [1.52646, -2.38041, -1.12622], [2.68617, -2.22574, -0.25115], [-1.64504, -1.65052, 0.34774], [-0.76549, -1.96777, 0.63074], [-2.25597, -2.31703, 0.67487], [-1.97643, 2.37323, -0.30983], [-2.41747, 2.86852, -1.01171], [-2.60866, 1.76960, 0.09899], [0.09472, -3.59500, 0.83131], [0.27143, -4.16650, 0.07272], [1.00624, -3.23333, 0.88044], [-1.53945, -1.44166, -2.24379], [-2.02801, -2.27629, -2.31304], [-1.49899, -1.45927, -1.25201], [-0.63973, 3.73210, 2.21293], [-1.55913, 3.45264, 2.12251], [-0.25747, 3.14848, 1.54690], [-2.36438, 0.90569, 2.02223], [-2.88953, 1.29233, 2.72915], [-1.74772, 0.29389, 2.44105], [-1.58891, 1.40254, -3.29174], [-2.10611, 0.63834, -3.57111], [-1.39020, 1.20247, -2.36856], [1.37760, 2.61694, -1.65557], [1.96594, 2.86951, -2.36859], [0.49342, 2.35482, -1.92516], [1.11016, -0.80378, -2.06135], [1.04161, 0.10252, -1.76038], [0.24936, -1.18712, -2.32901]], "homo_lumo_gap_ev": 8.7, "smiles": "c1cc[nH]c1.O.O.O.O.O.O.O.O.O.O", "homo_energy_ev": -8.6}


Preferred: version two; penalty for the next structure: 0.0384 hartree.


Version one
{"formula": "C3H4O4", "method": "ωB97M-V with the def2-TZVPD basis set", "elements": ["O", "C", "O", "C", "O", "C", "O", "H", "H", "H", "H"], "coordinates": [[-1.31942, 0.51396, -1.67798], [-0.68691, 0.21104, -0.63177], [-1.27069, -0.33581, 0.45313], [-0.27483, -0.33175, 1.40931], [1.17450, -0.72818, 1.05960], [1.58463, -0.10041, -0.16777], [0.53165, 0.84483, -0.66903], [-0.27919, -1.15600, 2.18433], [-0.28197, 0.59116, 1.99830], [2.34595, 0.54209, -0.15835], [1.54950, -1.00884, -1.00862]], "homo_lumo_gap_ev": 11.1, "smiles": "O=C1OCOCO1", "homo_energy_ev": -10.5}


Version two
{"formula": "C3H4O4", "method": "ωB97M-V with the def2-TZVPD basis set", "elements": ["C", "C", "C", "O", "O", "O", "O", "H", "H", "H", "H"], "coordinates": [[-0.37130, 1.82663, 0.44147], [-0.85002, 0.55941, 0.99470], [0.78763, -1.43014, -1.49187], [1.41736, -0.45962, -1.20084], [-1.58554, 0.01984, 0.19820], [0.74985, 2.02228, -0.10804], [-0.83043, 0.26502, 2.25114], [0.62164, -1.78236, -2.55487], [-0.01057, -1.96081, -0.87141], [1.50052, 1.38014, -0.23348], [-1.42913, -0.44039, 2.57500]], "homo_lumo_gap_ev": 8.8, "homo_energy_ev": -8.5}


Preferred: version one; penalty for the next structure: 0.0429 hartree.